1.
Computed, not measured: C35H55CaNO7SSi2Te as an isolated structure, with ωB97M-V/def2-TZVPD.

frontier orbital gap	0.234	Eh
energy above the lowest of the compared OMol25 structures with the same formula, charge and spin	46.58	kJ/mol
HOMO energy	-7.57	eV

Each line ends with the Mulliken charge.
Element x y z (Å)
Ca 0.44 0.08 -0.57  1.724
C -1.22 -4.82 2.08  -1.900
C -1.46 -4.07 0.80  -0.140
C -2.46 -3.11 0.72  0.120
C -2.72 -2.41 -0.46  0.330
C -3.89 -1.48 -0.57  -1.147
C -1.91 -2.67 -1.57  -0.400
C -0.89 -3.62 -1.51  1.068
C -0.05 -3.88 -2.74  -1.582
C -0.68 -4.31 -0.33  -0.137
H -1.66 -5.82 2.03  0.423
H -1.67 -4.31 2.93  0.379
H -0.16 -4.94 2.28  0.367
H -3.08 -2.91 1.59  0.394
H -4.76 -2.01 -0.97  0.480
H -3.69 -0.64 -1.23  -0.129
H -4.17 -1.08 0.41  0.394
H -2.11 -2.17 -2.51  0.459
H -0.68 -3.99 -3.62  0.493
H 0.54 -4.79 -2.64  0.395
H 0.64 -3.06 -2.93  -0.004
H 0.11 -5.06 -0.28  0.409
C 1.81 0.18 -4.42  -1.858
C 0.92 1.03 -3.54  2.456
C 0.22 2.14 -4.30  -1.809
O -0.10 0.17 -2.90  -0.152
C 1.72 1.69 -2.38  -0.693
O 2.90 1.92 -2.54  -0.719
O 1.01 1.95 -1.33  -0.711
H 1.26 -0.14 -5.31  0.469
H 2.17 -0.69 -3.88  0.279
H 2.66 0.77 -4.74  0.416
H -0.36 1.73 -5.13  0.433
H 0.96 2.83 -4.70  0.419
H -0.45 2.69 -3.64  0.309
H -0.45 -0.42 -3.58  0.118
C -4.47 4.18 -0.11  -1.068
Si -4.32 2.88 -1.43  0.239
C -5.67 1.61 -1.21  -1.039
C -4.45 3.67 -3.12  -1.104
C -2.65 2.00 -1.35  -0.213
Te -2.04 1.39 0.61  -0.054
C -1.08 3.24 1.06  -0.503
Si -0.32 3.31 2.80  -0.133
C -1.58 2.70 4.02  -0.627
C 1.23 2.29 2.74  0.007
C 0.10 5.09 3.14  -1.149
H -5.50 4.56 -0.10  0.403
H -3.81 5.04 -0.30  0.322
H -4.26 3.80 0.88  0.308
H -6.64 2.09 -1.29  0.412
H -5.61 1.14 -0.23  0.282
H -5.62 0.83 -1.98  0.312
H -5.38 4.23 -3.21  0.331
H -4.42 2.92 -3.91  0.316
H -3.63 4.37 -3.29  0.330
H -1.83 2.63 -1.70  0.202
H -2.66 1.12 -1.99  0.204
H -1.87 3.99 0.95  0.266
H -0.33 3.38 0.29  0.326
H -2.00 1.73 3.74  0.148
H -2.41 3.40 4.10  0.428
H -1.11 2.58 5.01  0.283
H 1.04 1.25 2.45  -0.832
H 1.70 2.25 3.73  0.460
H 1.94 2.73 2.03  0.527
H -0.79 5.73 3.08  0.321
H 0.84 5.46 2.43  0.334
H 0.51 5.18 4.14  0.318
N 0.87 -1.83 1.16  -0.288
C 0.97 -1.36 2.51  -0.177
C -0.18 -0.97 3.19  0.272
C -0.06 -0.39 4.44  -0.939
C 1.18 -0.17 5.01  -0.421
C 2.32 -0.61 4.35  -0.762
C 2.22 -1.21 3.10  -0.193
S 1.33 0.74 6.54  1.301
O 2.76 0.90 6.72  -0.740
O 0.67 -0.10 7.53  -0.709
O 0.62 1.98 6.24  -0.647
H 0.06 -2.43 1.03  -0.553
H 1.68 -2.39 0.90  0.239
H -1.15 -1.11 2.73  0.634
H -0.95 -0.06 4.97  0.573
H 3.28 -0.45 4.82  0.552
H 3.11 -1.54 2.58  0.478
C 3.92 -0.02 -0.17  -1.048
C 3.40 -1.09 -1.07  0.323
O 2.19 -1.14 -1.32  0.100
C 4.31 -2.09 -1.67  0.499
C 3.77 -3.28 -2.17  -0.064
C 4.60 -4.22 -2.75  -0.744
C 5.97 -3.98 -2.84  -0.411
C 6.51 -2.79 -2.35  -0.866
C 5.68 -1.85 -1.76  -0.437
H 3.21 0.17 0.64  -0.137
H 3.99 0.90 -0.76  0.396
H 4.88 -0.26 0.27  0.525
H 2.71 -3.45 -2.09  0.258
H 4.19 -5.15 -3.12  0.422
H 6.62 -4.71 -3.29  0.398
H 7.57 -2.60 -2.43  0.410
H 6.10 -0.93 -1.39  0.439

***

2.
Computed, not measured: the molecule C2H5N5O3, with ωB97M-V/def2-TZVPD.

frontier orbital gap	0.342	Eh
energy above the lowest of the compared OMol25 structures with the same formula, charge and spin	30.48	kJ/mol
HOMO energy	-9.72	eV
SMILES	[H]/N=C(/N)N(C(N)=O)[N+](=O)[O-]

Each line ends with the natural charge from an NBO analysis.
Element x y z (Å)
H -1.29 0.40 1.67  0.332
N -1.68 1.08 1.04  -0.629
C -0.78 1.07 0.15  0.548
N -0.69 1.94 -0.83  -0.789
N 0.14 -0.05 0.23  -0.444
C -0.45 -1.30 -0.24  0.788
N 0.34 -2.30 0.14  -0.822
O -1.43 -1.28 -0.91  -0.569
N 1.58 0.31 0.30  0.670
O 1.76 1.50 0.24  -0.316
O 2.31 -0.68 0.31  -0.394
H -0.90 2.86 -0.68  0.402
H -0.32 1.72 -1.70  0.391
H 1.31 -2.07 0.45  0.433
H 0.09 -3.18 -0.17  0.399

***

3.
Computed, not measured: C16H19BN6Ni as an isolated structure, with ωB97M-V/def2-TZVPD.

total charge	+2
expectation value of S²	2.201
frontier orbital gap (spin up / spin down)	0.168 / 0.121	Eh
spin multiplicity	3
HOMO energy (spin up / spin down)	-15.01 / -14.99	eV

Each line ends with the Mulliken spin population.
Element x y z (Å)
C -0.30 -1.57 -2.27  0.013
N -0.22 -0.47 -1.47  0.054
N -0.16 0.63 -2.31  -0.009
C -0.35 0.24 -3.59  0.001
C -0.43 -1.15 -3.60  0.002
B 0.09 2.05 -1.69  -0.012
N -1.00 2.53 -0.69  0.001
N -1.23 1.88 0.50  0.033
C -2.12 2.66 1.19  0.008
C -2.53 3.72 0.37  0.005
C -1.81 3.61 -0.80  0.008
Ni -0.24 -0.05 0.53  1.071
N 1.41 1.96 -0.88  0.010
N 1.45 1.13 0.20  0.122
C 2.71 1.22 0.73  0.009
C 3.45 2.14 -0.02  0.011
C 2.60 2.59 -1.03  0.000
H 3.03 0.65 1.60  0.002
H 2.76 3.30 -1.83  0.001
H 4.47 2.45 0.15  0.001
H 0.19 2.82 -2.60  0.000
H -1.81 4.18 -1.72  0.000
H -0.43 1.00 -4.35  0.000
H -3.29 4.48 0.55  0.000
H -0.60 -1.76 -4.48  0.000
H -2.49 2.50 2.20  0.000
H -0.27 -2.61 -1.96  0.003
H -1.16 -0.22 2.92  -0.003
C -2.01 -0.60 3.50  0.001
H -2.53 0.23 3.99  0.001
H -2.71 -1.11 2.83  -0.001
H -1.64 -1.31 4.26  0.000
C 1.01 -4.50 1.00  0.144
C -0.19 -4.08 1.59  0.242
C -0.64 -2.74 1.45  0.146
C 0.19 -1.84 0.80  -0.118
C 1.36 -2.25 0.15  0.172
C 1.79 -3.59 0.27  0.047
H 1.35 -5.54 1.11  0.006
H -0.79 -4.77 2.18  -0.008
H -1.58 -2.38 1.88  0.024
H 1.95 -1.54 -0.46  0.012
H 2.71 -3.88 -0.22  -0.001

***

4.
Computed, not measured: C57H53F5IrN4O3 as an isolated structure, with ωB97M-V/def2-TZVPD.

total charge	-1
frontier orbital gap	0.166	Eh
HOMO energy	-3.23	eV

Each line ends with the Mulliken charge.
Element x y z (Å)
Ir -0.67 -0.19 -0.05  1.033
C -3.44 -2.92 3.05  -2.130
C -2.08 -2.34 3.48  0.935
C -0.99 -2.94 2.60  -1.153
C -2.19 -0.82 3.62  0.607
C -3.09 -0.40 4.61  -0.656
C -3.32 0.93 4.88  -1.639
C -2.62 1.89 4.18  -0.142
C -1.68 1.54 3.22  0.953
C -0.84 2.62 2.57  2.350
C -1.68 3.82 2.12  -1.804
C 0.28 3.07 3.52  -1.544
C -1.49 0.17 2.92  -1.368
N -0.52 -0.17 1.94  0.499
C 0.76 -0.39 2.37  0.449
C 1.72 -0.58 1.41  0.641
N 1.32 -0.54 0.09  0.516
C 2.37 -0.45 -0.87  -1.746
C 3.12 0.73 -0.96  1.203
C 4.20 0.76 -1.84  -0.280
C 4.52 -0.35 -2.61  -1.388
C 3.74 -1.49 -2.54  -0.371
C 2.65 -1.56 -1.67  0.739
C 1.84 -2.83 -1.53  2.581
C 2.45 -3.73 -0.45  -1.470
C 1.68 -3.59 -2.84  -1.773
C 2.80 1.97 -0.15  2.301
C 2.51 3.16 -1.07  -1.735
C 3.91 2.35 0.83  -1.759
C 3.01 -0.84 2.06  -0.161
C 4.29 -1.15 1.66  0.641
C 5.28 -1.36 2.66  -1.086
C 5.02 -1.27 4.00  -1.099
C 3.69 -0.97 4.44  1.356
C 3.24 -0.86 5.79  -0.966
C 1.92 -0.58 6.04  -1.162
C 0.96 -0.39 5.00  0.438
C 1.38 -0.49 3.70  0.369
C 2.75 -0.77 3.45  -1.060
H -3.38 -4.01 2.97  0.485
H -3.70 -2.53 2.08  0.482
H -4.23 -2.67 3.75  0.408
H -1.88 -2.69 4.50  0.460
H -1.15 -2.70 1.55  -0.108
H -1.04 -4.03 2.70  0.607
H 0.01 -2.63 2.89  0.078
H -3.61 -1.16 5.18  0.472
H -4.03 1.21 5.65  0.334
H -2.78 2.94 4.41  0.305
H -0.38 2.20 1.69  -1.591
H -2.02 4.42 2.97  0.494
H -2.54 3.50 1.54  0.234
H -1.07 4.46 1.48  0.399
H -0.14 3.49 4.44  0.333
H 0.89 3.84 3.04  0.420
H 0.93 2.24 3.79  0.321
H 4.81 1.65 -1.91  0.345
H 5.37 -0.31 -3.28  0.386
H 3.99 -2.34 -3.16  0.219
H 0.85 -2.53 -1.19  -1.325
H 3.47 -4.03 -0.73  0.266
H 1.86 -4.64 -0.32  0.472
H 2.50 -3.21 0.51  0.208
H 2.63 -3.99 -3.21  0.494
H 1.25 -2.95 -3.62  0.251
H 1.01 -4.44 -2.70  0.430
H 1.89 1.78 0.43  -1.046
H 3.43 3.49 -1.56  0.436
H 2.11 4.00 -0.49  0.352
H 1.76 2.90 -1.81  0.108
H 4.85 2.55 0.30  0.351
H 4.10 1.56 1.56  0.237
H 3.64 3.25 1.38  0.464
H 4.56 -1.23 0.62  0.493
H 6.29 -1.59 2.34  0.418
H 5.80 -1.43 4.73  0.382
H 3.93 -1.00 6.61  0.384
H 1.59 -0.50 7.06  0.434
H -0.07 -0.17 5.26  0.566
F -7.72 -0.33 -1.63  -0.365
C -6.47 -0.50 -1.18  0.647
C -5.96 -1.76 -0.94  0.338
F -6.72 -2.83 -1.17  -0.396
C -4.66 -1.92 -0.49  -0.261
F -4.21 -3.17 -0.31  -0.532
C -3.79 -0.83 -0.24  0.724
O -2.60 -1.04 0.22  0.098
C -4.35 0.43 -0.50  -0.837
F -3.61 1.53 -0.32  -0.314
C -5.64 0.59 -0.96  0.192
F -6.11 1.83 -1.22  -0.409
C 0.85 4.97 -4.30  -0.948
O 0.09 3.82 -4.01  -0.437
C 0.59 2.61 -4.38  0.632
C 1.82 2.42 -4.99  -0.208
C 2.19 1.15 -5.41  -0.872
C 1.33 0.08 -5.24  -0.752
C 0.10 0.26 -4.62  -0.332
C -0.26 1.51 -4.16  0.528
N -1.51 1.82 -3.59  0.317
C -2.57 1.09 -3.38  -0.882
C -2.70 -0.32 -3.33  1.812
C -3.92 -0.86 -3.81  -0.634
C -4.13 -2.20 -3.83  -0.812
C -3.14 -3.06 -3.31  -0.795
C -1.99 -2.56 -2.77  -0.768
C -1.72 -1.17 -2.73  -0.539
O -0.66 -0.72 -2.16  -0.437
H 0.28 5.81 -3.92  0.275
H 0.99 5.08 -5.38  0.380
H 1.82 4.95 -3.81  0.305
H 2.48 3.26 -5.14  0.422
H 3.16 1.01 -5.87  0.364
H 1.61 -0.91 -5.58  0.344
H -0.56 -0.58 -4.50  0.347
H -1.59 2.81 -3.35  0.391
H -3.48 1.68 -3.27  0.419
H -4.67 -0.18 -4.19  0.478
H -5.06 -2.61 -4.22  0.412
H -3.31 -4.13 -3.30  0.375
H -1.25 -3.21 -2.31  0.421
N -0.63 2.79 -0.88  -1.119
C -0.65 1.67 -0.57  0.854

***

5.
Computed, not measured: a 2-piece molecular cluster, BrHIP overall, with ωB97M-V/def2-TZVPD.

frontier orbital gap (spin up / spin down)	0.295 / 0.280	Eh
energy above the lowest of the compared OMol25 structures with the same formula, charge and spin	253.69	kJ/mol
HOMO energy (spin up / spin down)	-9.60 / -8.74	eV

Each line ends with the natural charge from an NBO analysis.
Element x y z (Å)
P 2.02 0.52 1.00  0.273
Br 2.47 2.33 -0.17  -0.193
I 3.21 -1.35 -0.05  -0.073
H 0.02 0.75 -0.19  -0.007

***

6.
Computed, not measured: a 8-piece molecular cluster, C14H47O17P3 overall, with ωB97M-V/def2-TZVPD.

frontier orbital gap	0.373	Eh
energy above the lowest of the compared OMol25 structures with the same formula, charge and spin	262.82	kJ/mol
HOMO energy	-10.15	eV
SMILES	COP(=O)(OC)OC.COP(=O)(OC)OC.COP(=O)(OC)OC.CO.CO.CO.CO.CO

Each line ends with the Mulliken charge.
Element x y z (Å)
C -5.15 -2.64 4.59  -0.626
O -5.40 -3.84 3.86  -0.343
P -4.42 -5.10 4.15  1.036
O -4.78 -5.92 5.35  -0.688
O -4.60 -6.04 2.82  -0.338
C -4.19 -7.39 2.80  -0.716
O -2.92 -4.44 4.09  -0.209
C -2.40 -3.96 2.84  -0.687
H -4.98 -1.79 3.94  0.215
H -4.30 -2.75 5.27  0.326
H -6.09 -2.53 5.13  0.267
H -3.18 -7.37 2.40  0.296
H -4.78 -7.88 2.03  0.255
H -4.09 -7.98 3.71  0.333
H -2.95 -4.26 1.95  0.323
H -1.40 -4.33 2.66  0.293
H -2.42 -2.87 2.88  0.263
C 1.10 -4.69 8.17  -0.613
O 1.66 -3.63 7.44  -0.232
P 3.23 -3.68 7.06  0.991
O 3.61 -4.75 6.08  -0.673
O 3.63 -2.15 6.63  -0.292
C 3.26 -1.68 5.33  -0.687
O 4.00 -3.80 8.45  -0.332
C 3.91 -2.73 9.41  -0.632
H 0.83 -4.19 9.10  0.237
H 1.78 -5.55 8.22  0.334
H 0.18 -5.02 7.69  0.210
H 4.13 -1.22 4.84  0.244
H 2.52 -0.89 5.44  0.263
H 2.79 -2.44 4.71  0.325
H 3.08 -2.07 9.13  0.337
H 4.84 -2.17 9.38  0.261
H 3.82 -3.04 10.46  0.259
C 4.00 8.80 -6.53  -0.629
O 3.70 7.46 -6.84  -0.367
P 2.26 6.94 -6.24  0.998
O 1.78 5.58 -6.70  -0.652
O 2.46 7.08 -4.64  -0.261
C 2.71 5.93 -3.80  -0.632
O 1.23 8.16 -6.54  -0.285
C -0.11 7.90 -6.77  -0.660
H 3.40 9.27 -5.75  0.304
H 3.90 9.45 -7.40  0.269
H 5.06 8.91 -6.30  0.276
H 1.75 5.66 -3.35  0.235
H 3.47 6.21 -3.06  0.247
H 3.08 5.05 -4.33  0.326
H -0.76 8.67 -6.35  0.236
H -0.32 6.90 -6.40  0.331
H -0.23 7.84 -7.85  0.263
C 3.20 -2.98 -7.02  -0.492
O 3.56 -1.62 -6.97  -0.491
H 3.16 -3.36 -6.00  0.232
H 2.27 -3.14 -7.56  0.241
H 3.95 -3.54 -7.57  0.213
H 2.85 -1.07 -6.64  0.296
C -1.85 0.77 -6.77  -0.444
O -0.44 1.05 -7.08  -0.490
H -1.97 -0.32 -6.70  0.206
H -2.01 1.23 -5.79  0.193
H -2.50 1.24 -7.51  0.249
H -0.33 1.99 -6.96  0.287
C -4.66 1.04 -1.96  -0.520
O -5.09 0.47 -0.81  -0.485
H -5.47 1.66 -2.35  0.250
H -3.69 1.48 -1.74  0.190
H -4.40 0.26 -2.68  0.252
H -5.36 -0.43 -1.01  0.314
C -0.03 3.26 2.46  -0.580
O -0.61 2.00 2.33  -0.460
H 1.06 3.22 2.41  0.229
H -0.32 3.99 1.70  0.257
H -0.20 3.69 3.45  0.261
H -1.55 2.18 2.26  0.294
C 0.46 -0.71 -2.12  -0.481
O 0.84 -0.92 -0.80  -0.507
H 1.16 -1.12 -2.84  0.202
H -0.45 -1.28 -2.28  0.245
H 0.43 0.35 -2.36  0.237
H 0.32 -0.44 -0.16  0.302